(1)
C78H168N6O27 | the ωB97M-V functional and the def2-TZVPD basis

```
279
Properties=species:S:1:pos:R:3:forces:R:3
C -2.8484 -24.4740 18.8924 1.2 -0.4 0.1
O -3.9825 -24.1292 19.6242 -0.9 0.1 -0.6
C -5.1743 -24.7911 19.0997 0.3 0.8 0.4
C -6.4286 -24.0525 19.6031 0.5 0.0 1.6
O -6.6470 -24.1662 21.0273 0.5 0.0 0.0
C -5.6924 -23.5412 21.9174 -0.5 0.9 -0.7
C -5.4897 -22.0334 21.6349 0.2 -0.8 0.0
O -6.6743 -21.3068 21.8571 -0.2 0.8 0.7
C -6.4386 -19.8655 21.7863 -0.3 -1.9 0.2
H -2.5431 -25.5090 19.0463 -0.4 -0.6 -0.1
H -1.9509 -23.9609 19.2376 -0.3 0.6 0.2
H -2.9121 -24.3146 17.8160 -0.4 0.2 -0.2
H -5.0740 -25.8413 19.3738 -0.5 -0.2 0.1
H -5.1643 -24.7163 18.0123 0.0 0.0 -0.3
H -7.3881 -24.3660 19.1918 0.4 -0.5 -0.3
H -6.3467 -23.0013 19.3268 0.3 0.2 -0.1
H -4.7501 -24.0862 21.9740 0.1 0.2 -0.5
H -6.0602 -23.5855 22.9425 -0.6 -0.3 -0.2
H -5.1307 -21.7955 20.6336 0.1 -0.3 -0.4
H -4.6594 -21.7579 22.2851 0.0 0.4 0.5
H -6.1199 -19.7177 20.7544 0.2 0.8 0.1
H -5.7143 -19.5818 22.5498 0.4 0.1 -0.3
H -7.3595 -19.3461 22.0512 -0.1 -0.2 -0.4
C 8.5835 -28.5343 23.7799 0.1 -0.7 -0.1
O 7.9935 -28.7013 25.0437 -1.0 -0.5 0.7
C 7.2058 -29.9059 25.2317 0.4 0.5 0.8
C 6.7175 -29.9750 26.6613 -0.7 0.4 1.0
O 5.5118 -29.2950 26.9458 -0.2 1.2 0.3
C 5.5829 -27.8636 27.0644 -1.8 0.1 -0.4
C 4.1602 -27.3335 27.5232 1.4 -1.1 -0.1
O 3.1742 -27.5027 26.5571 -0.9 1.6 -1.2
C 2.8135 -28.7877 26.1429 0.8 -0.6 1.1
H 7.8298 -28.5351 22.9924 0.0 -0.3 -0.2
H 9.3180 -29.3340 23.6841 0.0 -0.2 -0.7
H 9.1237 -27.5944 23.6665 -0.2 0.1 0.7
H 7.7484 -30.8479 25.1519 0.7 0.1 -0.7
H 6.3233 -29.9810 24.5964 0.0 0.3 -0.5
H 7.4588 -29.6495 27.3911 0.5 0.1 -0.2
H 6.4315 -30.9830 26.9615 0.4 -0.3 -0.5
H 5.7247 -27.4328 26.0732 0.3 0.1 -0.1
H 6.3715 -27.5079 27.7274 0.1 -0.2 0.2
H 4.1933 -26.2641 27.7313 0.2 0.0 -0.1
H 3.8538 -27.8474 28.4343 0.1 -0.2 0.3
H 1.7916 -28.8324 25.7664 0.1 0.4 -0.1
H 2.8946 -29.3873 27.0495 -0.2 -0.7 -0.2
H 3.5423 -29.1681 25.4271 -0.2 -0.2 -0.2
C -3.6412 -30.3296 24.6991 -0.1 -0.1 0.3
O -3.5749 -31.6690 25.2583 -0.8 1.2 -1.4
C -2.4338 -32.3986 24.9331 0.9 -0.2 0.1
C -2.1324 -32.7542 23.4672 -0.8 0.7 0.2
O -1.7889 -31.6048 22.6739 -0.3 0.4 -1.9
C -1.6644 -31.7977 21.1935 -0.6 -1.5 0.5
C -2.9301 -32.4067 20.4526 0.6 0.5 1.9
O -3.2084 -33.7598 20.7884 -0.2 1.0 0.3
C -2.3458 -34.6798 20.2048 -0.4 -0.6 -0.6
H -4.6306 -29.9218 24.9060 0.2 -0.1 0.6
H -3.5615 -30.1864 23.6215 0.2 -0.9 -0.2
H -2.8330 -29.7376 25.1287 -0.1 0.2 0.3
H -2.6003 -33.3447 25.4482 0.2 -0.3 -0.1
H -1.5497 -31.9612 25.3968 0.3 0.4 0.1
H -3.0663 -33.2161 23.1468 0.2 -0.2 -0.6
H -1.2881 -33.4435 23.4684 -0.1 -0.4 -0.1
H -0.7832 -32.4207 21.0400 0.0 -0.5 0.0
H -1.4069 -30.9059 20.6221 -0.2 0.7 0.9
H -2.9222 -32.2576 19.3729 0.5 -0.1 -0.2
H -3.7643 -31.8092 20.8205 -0.3 -0.1 0.1
H -1.3165 -34.6584 20.5629 0.1 0.1 0.2
H -2.3537 -34.5367 19.1243 0.3 0.0 -0.3
H -2.7982 -35.6553 20.3831 0.3 -0.1 0.1
C -5.7577 -18.0174 28.4557 -0.1 1.5 0.1
O -4.3720 -18.0998 28.2748 1.6 0.1 -1.1
C -3.7780 -17.0277 27.4887 -0.6 -0.1 -0.6
C -4.2811 -16.8857 26.0118 0.4 -1.6 0.3
O -4.1122 -18.0356 25.1305 -1.1 -0.2 1.4
C -2.8155 -18.5751 24.9863 0.9 1.9 -0.5
C -2.7340 -19.3910 23.7286 -0.8 0.9 -1.0
O -2.9659 -18.4963 22.5900 0.3 -1.2 1.3
C -2.8125 -19.1723 21.3619 -0.2 0.2 -0.2
H -5.9210 -17.0856 28.9971 -0.5 0.2 0.4
H -6.1454 -18.8395 29.0574 0.3 -0.1 -0.3
H -6.3037 -17.8917 27.5208 -0.1 -0.5 -0.1
H -2.6904 -17.0642 27.5521 0.0 -0.8 0.0
H -3.9711 -16.0490 27.9280 -0.5 0.2 0.3
H -3.8379 -16.0176 25.5238 0.3 0.2 0.2
H -5.3522 -16.6967 26.0831 0.0 -0.2 -0.4
H -2.3399 -19.1147 25.8052 -0.7 -0.3 0.6
H -2.2180 -17.6706 24.8721 0.9 0.0 -0.3
H -3.4915 -20.1705 23.8104 -0.4 -0.1 -0.4
H -1.7886 -19.9158 23.5906 0.3 0.2 0.2
H -3.5988 -19.9074 21.1902 -0.2 -0.1 0.0
H -1.8694 -19.7141 21.2911 0.3 0.1 0.0
H -2.8692 -18.4146 20.5804 0.1 -0.1 0.0
C 1.1839 -22.9377 20.6075 -0.4 0.8 -0.7
O 0.5788 -23.3928 19.4065 -0.4 -0.5 0.3
C 1.4125 -24.2549 18.6693 1.0 0.5 0.0
C 1.7805 -25.5795 19.3231 -0.5 -0.2 0.3
O 0.5908 -26.3008 19.6461 -0.3 -1.7 -1.9
C 0.0997 -27.0584 18.4739 -1.1 -0.3 0.7
C 0.7714 -28.4110 18.1076 0.2 1.2 1.6
O 0.5108 -29.4315 19.1215 0.6 0.4 -1.2
C 1.3464 -30.5566 18.8259 0.3 0.2 0.2
H 0.5022 -22.1744 20.9825 -0.2 -0.4 0.5
H 2.0825 -22.3595 20.3921 0.5 -0.3 -0.1
H 1.3864 -23.7543 21.3005 -0.1 0.2 0.2
H 2.3200 -23.6827 18.4763 0.5 -0.1 -0.2
H 0.9607 -24.4193 17.6910 -0.3 -0.1 0.1
H 2.3478 -25.5376 20.2529 -0.1 0.6 0.2
H 2.4522 -26.1566 18.6876 -0.1 0.0 -0.4
H -0.0309 -26.4126 17.6056 1.0 0.2 -0.3
H -0.9617 -27.2657 18.6097 0.0 -0.1 0.9
H 1.8311 -28.1618 18.0530 0.4 -0.6 0.1
H 0.4785 -28.7342 17.1086 -0.4 -0.1 0.0
H 1.0891 -31.0026 17.8651 0.0 0.0 -0.1
H 1.3410 -31.3405 19.5832 -0.8 0.2 0.3
H 2.3950 -30.2591 18.8313 0.2 0.3 -0.4
C -1.3312 -22.5868 27.7932 0.3 -0.2 1.0
O -2.3639 -22.4604 28.7652 -0.7 0.9 -0.1
C -2.2732 -21.1991 29.4780 -1.6 -1.0 -0.1
C -3.5034 -21.1227 30.4435 1.4 -0.3 -1.8
O -3.3339 -22.0559 31.4438 0.4 -0.1 2.0
C -4.3501 -22.0210 32.4529 0.4 -1.7 -0.3
C -4.1049 -23.1705 33.4720 1.0 0.5 0.5
O -2.8647 -23.1555 34.2210 0.0 0.3 -0.1
C -1.6503 -23.1688 33.4680 -0.2 0.3 -0.4
H -1.2367 -21.7161 27.1444 0.1 0.3 0.2
H -1.4712 -23.4326 27.1201 -0.4 -0.2 0.4
H -0.4658 -22.7588 28.4333 0.7 0.1 -0.8
H -2.3667 -20.3812 28.7637 0.0 0.2 -0.1
H -1.3223 -21.1042 30.0023 0.1 -0.1 0.2
H -4.3687 -21.4685 29.8782 -0.4 0.7 -0.4
H -3.5626 -20.0863 30.7761 -0.4 0.1 0.3
H -5.2689 -22.2668 31.9204 -0.6 0.0 0.2
H -4.5042 -21.0635 32.9505 0.5 0.2 -0.1
H -4.2295 -24.1635 33.0400 0.1 0.0 -0.5
H -4.8474 -23.0975 34.2666 -0.2 0.1 -0.1
H -1.6877 -23.9610 32.7202 0.0 0.3 -0.4
H -0.7341 -23.3526 34.0292 -0.6 -0.3 0.9
H -1.4665 -22.1818 33.0436 -0.2 -0.2 -0.5
C -3.4594 -28.6622 18.4531 -0.6 -0.3 0.4
O -4.3969 -28.8797 19.5228 0.4 0.3 -0.7
C -4.1193 -28.2599 20.7712 0.1 -0.5 0.3
C -5.3957 -28.1036 21.6085 0.6 0.2 -0.8
O -5.8942 -29.3100 22.1509 -0.5 -0.6 -1.1
C -6.6607 -30.1253 21.2081 0.3 0.7 0.6
C -7.3098 -31.2523 21.8965 -1.1 -1.1 1.1
O -8.2686 -30.8623 22.8753 0.0 0.1 -0.2
C -7.8181 -30.7656 24.2187 -0.3 0.2 -0.6
H -2.4351 -28.9461 18.6943 0.1 -0.1 0.4
H -3.4579 -27.6345 18.0897 -0.1 0.3 0.2
H -3.7815 -29.2802 17.6150 -0.1 -0.1 0.1
H -3.5843 -27.3143 20.6833 -0.3 0.5 -0.4
H -3.4064 -28.8580 21.3388 0.1 -0.5 0.2
H -6.1340 -27.5915 20.9913 -0.3 -0.1 -0.1
H -5.1385 -27.4005 22.4007 -0.1 -0.3 0.5
H -6.0779 -30.5525 20.3920 0.4 0.4 -0.1
H -7.5246 -29.6054 20.7940 0.3 0.9 -0.2
H -6.6511 -32.0325 22.2777 0.4 0.2 0.3
H -7.9243 -31.7675 21.1582 0.1 0.0 -0.4
H -8.7163 -30.5948 24.8122 0.1 -0.2 0.1
H -7.1727 -29.8956 24.3395 0.3 -0.2 0.1
H -7.3450 -31.7068 24.4987 0.2 0.1 0.3
C -3.6098 -20.2876 17.9319 0.8 0.6 0.4
O -2.2482 -19.8602 18.1791 -2.2 0.8 -0.5
C -1.3387 -20.8606 17.9997 1.6 -1.0 -0.5
C -1.0545 -21.4032 16.5565 0.2 0.4 0.5
O -0.6246 -20.4656 15.5703 -0.1 -0.2 1.0
C -1.5268 -19.4513 15.2183 0.2 0.6 -1.9
C -1.0495 -18.9887 13.8124 -0.8 0.8 -0.2
O -1.9502 -17.9516 13.3466 0.5 -0.7 -0.5
C -1.7477 -17.4967 11.9674 0.3 -0.6 2.1
H -3.7107 -20.6828 16.9210 -0.2 0.3 -0.1
H -4.2274 -19.4142 18.1410 0.0 0.0 -0.5
H -3.9549 -21.0548 18.6251 0.4 -0.3 0.3
H -1.6188 -21.6857 18.6545 0.1 -0.6 -0.1
H -0.3932 -20.4778 18.3839 0.1 0.1 0.0
H -1.8790 -22.0115 16.1848 -0.3 0.1 -0.2
H -0.1913 -22.0639 16.6362 -0.1 -0.2 0.3
H -1.5095 -18.5512 15.8327 0.1 -0.2 0.5
H -2.5557 -19.8056 15.1556 -0.1 -0.2 0.0
H -0.9809 -19.7887 13.0753 -0.4 -0.4 0.1
H -0.0246 -18.6256 13.8886 0.2 0.3 0.2
H -1.5029 -18.3289 11.3074 -0.3 -0.1 -0.1
H -0.8759 -16.8429 11.9882 -0.2 0.4 -0.3
H -2.6897 -17.0022 11.7302 0.4 0.1 -0.3
C 3.0340 -25.1300 23.6881 0.4 -0.3 -0.2
O 3.1088 -24.5869 24.9585 -0.1 0.9 0.6
C 1.8598 -24.5403 25.6247 1.1 0.7 0.6
C 2.1265 -24.0660 27.0516 -0.6 -0.6 0.2
O 1.9145 -22.6757 27.2758 0.1 -0.5 -0.2
C 2.3214 -22.2853 28.5695 -0.7 2.9 -0.4
C 1.8102 -20.8018 28.7420 0.4 -0.8 -0.5
O 2.4476 -19.9609 27.7593 0.0 -0.2 0.6
C 1.8382 -18.7034 27.6881 -1.0 0.6 -0.4
H 3.1465 -26.2101 23.7815 -0.3 -0.4 -0.3
H 3.8770 -24.7501 23.1109 -0.1 0.0 -0.1
H 2.0943 -24.8629 23.2047 -0.1 -0.1 -0.3
H 1.4132 -25.5345 25.6442 -0.1 -0.1 0.0
H 1.1840 -23.8234 25.1584 -0.2 0.0 -0.3
H 3.1333 -24.3417 27.3650 0.1 -0.1 -0.2
H 1.4231 -24.6495 27.6455 -0.1 0.1 0.6
H 3.4024 -22.1666 28.6439 0.3 -0.7 0.1
H 1.8762 -22.8724 29.3728 0.1 -0.4 0.0
H 2.0132 -20.4242 29.7442 0.3 0.0 0.2
H 0.7251 -20.7731 28.6433 -0.2 0.0 -0.4
H 2.2809 -17.9882 26.9948 0.8 -0.6 -0.2
H 1.7409 -18.1319 28.6111 0.3 -0.4 0.6
H 0.8259 -18.8016 27.2960 -0.5 -0.2 0.0
C 2.1505 -28.7376 21.8953 0.7 -0.4 0.4
C 3.5664 -29.1992 22.3111 -0.6 0.8 -0.8
C 4.3097 -29.8352 21.1246 0.9 -0.8 -0.2
C 4.6313 -28.9958 19.9443 -0.3 1.3 -0.2
N 4.8377 -28.2747 19.0568 -0.3 -1.1 1.1
H 1.4608 -29.5813 21.8721 -0.1 0.0 0.0
H 2.1833 -28.3103 20.8931 -0.2 0.2 0.1
H 1.8031 -28.0074 22.6263 -0.2 0.0 -0.2
H 3.5253 -29.8544 23.1812 0.1 -0.3 -0.3
H 4.1203 -28.3237 22.6498 0.2 0.1 -0.1
H 3.8376 -30.7266 20.7113 -0.6 0.0 0.2
H 5.2589 -30.2536 21.4592 0.3 0.2 0.1
C -5.6315 -20.7407 26.4753 0.2 -1.4 -0.6
C -5.6268 -22.1074 25.7008 0.4 0.2 -0.5
C -4.6820 -23.2270 26.2097 -0.1 0.8 0.8
C -4.7952 -24.5340 25.5336 -0.3 -2.1 -1.1
N -4.8626 -25.5688 24.9795 0.1 2.7 1.5
H -6.1663 -20.8676 27.4166 0.1 0.2 0.1
H -6.1337 -19.9955 25.8583 -0.1 -0.1 0.1
H -4.6229 -20.3623 26.6416 0.0 -0.1 0.2
H -5.3122 -21.9319 24.6720 -0.3 0.2 -0.2
H -6.6410 -22.5059 25.6743 0.0 0.0 -0.1
H -4.8587 -23.2771 27.2841 -0.1 -0.8 0.2
H -3.6382 -22.9150 26.1750 0.1 0.1 -0.4
C 2.2715 -21.3369 24.0198 0.5 -0.8 0.5
C 2.4140 -19.8462 24.1105 -0.7 0.5 0.5
C 3.7665 -19.2598 24.4875 0.4 -0.5 -0.6
C 4.7609 -19.5190 23.4481 1.9 -0.1 -1.6
N 5.5773 -19.7414 22.6444 -1.6 0.4 1.5
H 1.2408 -21.6906 24.0426 -0.2 0.4 -0.4
H 2.6803 -21.8420 24.8950 0.4 0.1 0.0
H 2.7817 -21.7218 23.1368 0.0 -0.1 -0.1
H 1.7869 -19.4533 24.9107 -0.5 -0.1 -0.1
H 2.0912 -19.4094 23.1655 -0.1 0.3 0.0
H 4.1959 -19.6928 25.3910 -0.4 0.0 0.3
H 3.6187 -18.1882 24.6214 0.4 0.0 0.0
C -3.0863 -26.3777 28.0855 -0.6 -0.4 0.3
C -3.4436 -26.3601 29.5772 0.5 1.2 0.3
C -2.6567 -25.2903 30.4139 0.6 -1.2 0.1
C -1.1930 -25.3733 30.2584 -4.3 0.3 -0.2
N -0.0777 -25.4048 30.1690 4.2 -0.2 -0.4
H -3.8744 -26.9952 27.6546 0.3 -0.1 -0.6
H -2.1103 -26.8340 27.9199 0.0 -0.1 0.0
H -3.0846 -25.4373 27.5344 -0.2 0.3 0.4
H -3.3246 -27.3737 29.9600 0.4 0.1 0.2
H -4.4986 -26.1562 29.7602 -0.1 0.2 -0.3
H -2.7305 -25.4930 31.4823 -0.7 0.1 0.1
H -2.9360 -24.2552 30.2173 -0.2 -0.1 -0.1
C 0.3446 -29.4728 28.6593 -0.4 0.6 1.1
C -0.1208 -29.4759 30.1371 -0.4 -2.1 -0.4
C -0.2028 -30.9526 30.7002 0.3 0.0 0.5
C 1.0512 -31.7225 30.7895 -2.8 2.7 -0.3
N 2.0276 -32.2700 30.8614 3.1 -1.9 0.2
H 0.0052 -28.5133 28.2689 0.7 0.2 -0.3
H -0.1468 -30.2196 28.0356 -0.1 -0.3 0.3
H 1.4220 -29.6355 28.6306 -0.1 0.3 -0.3
H -1.1284 -29.0683 30.2194 -0.1 -0.1 -0.1
H 0.4871 -28.8817 30.8195 0.3 0.0 -0.3
H -0.8321 -31.6771 30.1833 -0.6 0.6 -0.5
H -0.5907 -30.9288 31.7185 -0.1 0.1 0.1
C -1.7144 -27.1620 23.9579 0.2 -0.3 -0.1
C -0.7886 -26.5703 22.8962 -0.6 1.5 0.9
C -1.4414 -25.3146 22.1609 0.1 -0.8 0.2
C -2.0712 -24.2453 22.9670 2.1 -3.3 -1.7
N -2.6112 -23.4809 23.5875 -1.5 2.7 1.9
H -2.0429 -26.4363 24.7020 -0.6 0.3 -0.5
H -1.2393 -27.8971 24.6075 0.5 -0.3 -0.4
H -2.5032 -27.6938 23.4258 -0.5 0.3 0.5
H -0.5399 -27.3338 22.1591 0.1 0.3 -0.1
H 0.1026 -26.2188 23.4161 0.3 -0.1 -0.3
H -2.2629 -25.7021 21.5583 0.0 0.1 -0.3
H -0.7058 -24.8505 21.5039 -0.1 -0.1 -0.2
```
Positions in Å, forces in eV/Å.

The calculation puts the molecular weight at 1622.22 g mol⁻¹. The gap between HOMO and LUMO is 9.6 eV. The calculation puts the total energy at -5432.05131 Eh. Its HOMO energy is -9.31 eV. The value obtained for the strongest force on any atom is 4.30 eV Å⁻¹. Its total charge is 0.



(2)
C3H9S3 | the ωB97M-V functional and the def2-TZVPD basis

```
15
Properties=species:S:1:pos:R:3:forces:R:3
C -0.5972 -2.3839 -0.3616 0.8 -0.1 0.2
S 0.9348 -1.9469 0.5542 -0.5 -0.9 -0.8
H -0.9417 -1.5273 -0.9054 -0.2 0.3 -0.2
H -0.4584 -3.2095 -1.0558 0.6 0.0 -0.1
H -1.3557 -2.7612 0.2934 -0.4 0.1 0.7
C -0.1296 0.3814 2.2829 -0.2 -1.3 -0.9
C 0.3293 1.2209 1.0913 0.8 -0.1 0.5
S -0.9534 1.1513 -0.1693 0.3 0.4 -0.9
S 0.2446 1.1918 -1.8889 -0.4 0.6 0.5
H -0.3520 -0.6271 1.7728 -0.2 1.2 1.4
H -1.0171 0.7676 2.8016 0.2 -0.1 -0.2
H 0.6672 0.1968 3.0076 -0.1 0.2 -0.1
H 1.2117 0.7048 0.6275 -0.7 0.8 0.5
H 0.5403 2.2666 1.3767 0.1 -0.5 -0.3
H 0.4743 2.5392 -1.9292 -0.2 -0.6 0.0
```
Positions in Å, forces in eV/Å.

As for the spin multiplicity: 2. The calculation puts the molecular weight at 141.31 g mol⁻¹. The gap between HOMO and LUMO (spin up / spin down) is 9.5 / 7.1 eV. For the relative energy (zero: lowest compared OMol25 entry of this formula, charge and spin), the calculation gives 14.6 kcal per mole. The calculation puts the total energy at -1314.19222 Eh. The expectation value of S² is 0.753. Its HOMO energy (spin up / spin down) is -9.04 / -8.84 eV. The value obtained for the strongest force on any atom is 1.83 eV Å⁻¹. Its total charge is 0.